C20H24N2O2S | ωB97M-V/def2-TZVPD

```
! RIJCOSX wB97M-V def2-TZVPD def2/J DEFGRID3
* xyz 0 1
O 1.64 0.52 0.49
O 1.52 -4.87 0.13
C 1.34 -0.66 0.36
C 0.95 -1.58 3.96
C 1.41 -2.93 3.96
C 0.95 -0.85 2.78
C -0.14 -1.01 -3.10
C 1.83 -3.54 2.78
C 0.08 -2.39 -3.36
C 1.35 -1.46 1.58
C 0.93 -1.22 -0.96
C 0.25 -0.42 -1.91
C 1.78 -2.80 1.58
C 1.19 -2.62 -1.22
C 0.76 -3.18 -2.44
N 0.04 0.92 -1.70
N -1.17 3.00 0.03
S 2.19 -3.58 0.00
C 1.08 -4.61 -2.83
C -0.25 5.14 0.86
C -2.37 1.22 1.40
C -0.05 3.61 0.77
C -2.40 2.60 0.78
C -1.13 1.68 -2.19
C -1.19 3.07 -1.48
H 0.59 -1.09 4.81
H 1.40 -3.53 4.87
H 0.74 0.20 2.83
H -0.67 -0.43 -3.85
H 2.16 -4.58 2.80
H -0.26 -2.84 -4.28
H 0.44 1.28 -0.81
H 1.01 -4.79 -3.88
H 0.39 -5.29 -2.31
H 2.14 -4.85 -2.56
H -1.10 5.42 1.49
H -0.43 5.61 -0.13
H 0.63 5.56 1.36
H -1.68 1.17 2.24
H -3.38 0.95 1.73
H -2.08 0.49 0.63
H 0.88 3.36 0.24
H 0.06 3.14 1.75
H -2.63 3.31 1.58
H -3.24 2.64 0.04
H -2.06 1.20 -1.93
H -1.07 1.79 -3.27
H -0.33 3.63 -1.82
H -2.07 3.64 -1.79
*
```

Summary:
**M**: 356.49 g mol⁻¹
**Orbital gap**: 7.58 eV
**LUMO**: -0.28 eV
**DFT total energy**: -39038.228 eV
**ΔE to the lowest compared entry with this formula, charge and spin**: 355.9 kJ/mol
**HOMO level**: -7.9 eV